(1)
Below is one molecule with the formula CH4OP2, with properties calculated with wB97M-V/def2-TZVPD.

Values from the calculation:
HOMO-LUMO gap (alpha / beta)   7.29 / 7.31 eV
Multiplicity   3
HOMO level (alpha / beta)   -6.80 / -9.64 eV
⟨S²⟩   2.010
LUMO level (alpha / beta)   0.49 / -2.33 eV

```
8
Properties=species:S:1:pos:R:3:forces:R:3:lowdin_charge:R:1
C -0.654161 -0.854660 1.456637 -0.85 0.87 1.63 -0.18
O 1.377128 -0.965606 -0.518944 0.34 -0.35 1.25 -0.48
P 0.057093 -0.404005 -0.073969 -0.18 0.05 -3.98 0.40
P -0.174876 1.528460 -1.115080 0.98 0.75 0.58 0.51
H -0.414408 -1.852289 1.731730 0.09 -0.69 0.30 0.00
H -1.415824 -0.308112 2.042192 0.82 -0.19 -0.46 0.03
H 1.281011 1.727239 -1.030571 -1.06 0.11 -0.01 -0.13
H -0.055963 1.128972 -2.491996 -0.15 -0.54 0.70 -0.15
```
Forces are in eV/Å.

(2)
Below is a 2-piece molecular cluster, C8H23NSi2 overall, with properties calculated with wB97M-V/def2-TZVPD.

Values from the calculation:
HOMO-LUMO gap   8.52 eV
HOMO level   -7.82 eV
LUMO level   0.69 eV

```
34
Properties=species:S:1:pos:R:3:forces:R:3:lowdin_charge:R:1
C -3.842917 0.434299 0.307856 2.09 2.11 -0.28 -0.07
C -2.409997 2.122994 1.618323 2.47 0.46 0.03 -0.12
C 0.609448 -1.746124 -1.725961 0.77 -2.88 -1.17 -0.13
C 2.414948 -0.592941 -2.902387 -0.55 1.29 -0.62 -0.11
C -1.589012 -0.144406 1.179367 2.13 0.37 -1.02 -0.15
C 1.171090 0.556132 -1.041181 0.08 -2.15 0.40 -0.24
C -2.437770 1.023375 0.628972 1.56 -1.09 -1.66 -0.54
C 1.785614 -0.787620 -1.588122 -0.96 -1.12 0.78 -0.58
N 1.732842 1.531418 1.594643 0.82 0.66 1.31 -0.13
Si 2.124644 -1.664361 1.671464 0.00 0.81 1.97 0.51
Si 0.973752 0.205285 0.853652 -3.06 0.34 -0.77 0.53
H -4.322593 1.175409 -0.279408 -0.91 0.65 -0.73 0.06
H -4.410429 0.311944 1.187081 -0.63 -0.84 1.02 0.07
H -3.619930 -0.390869 -0.311410 -0.54 -1.32 -0.37 0.06
H -3.139013 1.887850 2.299746 -1.85 -0.23 2.14 0.04
H -2.691311 3.027982 1.111352 0.25 0.87 0.28 0.07
H -1.400318 2.122843 2.205816 -1.70 0.54 -1.33 0.11
H 0.919942 -2.773787 -2.314464 -0.55 2.29 1.76 0.14
H -0.105982 -1.313972 -2.419930 -0.42 0.17 0.23 0.07
H 0.158160 -1.997359 -0.744878 -0.01 0.01 -0.69 0.04
H 3.076533 0.214465 -2.769423 1.41 1.01 -0.12 0.06
H 1.662624 -0.168757 -3.573026 0.04 -0.53 -0.49 0.10
H 2.962480 -1.427370 -3.274063 0.07 -0.74 -0.51 0.08
H -1.896701 -0.474225 2.183611 0.34 0.48 -0.07 0.05
H -1.753440 -0.994573 0.531564 0.32 -0.47 -0.22 0.01
H 1.893140 1.329402 -1.229821 0.13 0.70 0.14 0.06
H 0.249304 0.689376 -1.654882 0.57 0.27 0.74 0.08
H -2.013448 1.458345 -0.386569 -0.52 -1.22 1.75 0.15
H 2.554167 -1.318593 -0.969905 -0.51 0.86 0.18 0.09
H 2.152340 1.542946 2.512033 -0.20 -0.81 0.26 0.03
H 1.846651 2.493410 1.343467 -0.55 0.20 -1.04 0.03
H 3.573112 -1.438028 1.707143 0.33 0.32 -0.11 -0.12
H 2.005641 -2.941700 1.114230 -0.47 -1.44 -1.11 -0.14
H 1.766428 -1.952791 3.135111 0.03 0.45 -0.67 -0.10
```
Forces are in eV/Å.

(3)
Below is C6H10O as an isolated structure, with properties calculated with wB97M-V/def2-TZVPD.

Values from the calculation:
HOMO-LUMO gap   10.33 eV
HOMO level   -9.26 eV
LUMO level   1.07 eV

```
17
Properties=species:S:1:pos:R:3:forces:R:3:lowdin_charge:R:1
O -1.995214 2.446332 0.157965 -0.25 -0.41 -0.02 0.01
C -1.943763 1.302508 -0.248142 -1.52 0.84 -2.40 -0.40
C -1.029643 0.838238 -1.396186 -0.82 0.59 0.49 -0.11
C -0.087568 0.458062 -0.277089 -0.68 0.07 1.94 -0.18
C 0.395166 -0.946493 -0.124847 0.04 -0.11 -0.04 -0.30
C 1.861776 -1.253706 -0.024606 0.24 -0.04 -0.20 -0.11
C 1.005644 -1.272315 1.205750 -0.02 -0.16 0.21 -0.13
H -2.614163 0.465672 0.018871 -0.12 0.20 0.73 0.14
H -1.405083 -0.006695 -1.992706 0.06 0.34 0.34 0.12
H -0.806289 1.713230 -2.003692 0.46 -0.27 -0.04 0.11
H -0.860528 0.605255 0.683863 2.42 -0.82 -1.02 0.16
H 0.651178 1.240522 -0.093812 0.05 -0.19 0.02 0.15
H -0.242295 -1.702660 -0.582638 0.15 0.12 0.12 0.14
H 2.202030 -2.202085 -0.426349 -0.01 0.11 0.06 0.10
H 2.562332 -0.432668 -0.152665 -0.13 -0.12 0.04 0.10
H 0.751823 -2.222453 1.661283 0.14 0.06 -0.04 0.10
H 1.105804 -0.445612 1.908796 -0.02 -0.19 -0.18 0.11
```
Forces are in eV/Å.

(4)
Below is an isolated ion of composition C2H9N6 and charge +1, with properties calculated with wB97M-V/def2-TZVPD.

Values from the calculation:
HOMO-LUMO gap   8.99 eV
HOMO level   -12.72 eV
Net charge   +1
LUMO level   -3.73 eV

```
17
Properties=species:S:1:pos:R:3:forces:R:3:lowdin_charge:R:1
C -0.146622 -0.766572 -0.800418 -0.58 -0.91 -0.14 -0.16
C 0.248509 -0.436630 2.436886 -0.18 0.07 0.65 -0.06
N 1.219705 1.126607 -0.544026 0.79 1.08 0.09 0.10
N 1.195802 0.771970 0.683068 -0.34 -0.08 -0.18 -0.03
N 0.611778 -0.303675 1.064175 0.41 -0.18 -0.63 -0.06
N 0.371989 0.401712 -1.296496 0.07 -0.37 0.11 -0.19
N -1.422488 -1.045764 -1.020881 0.03 0.12 0.00 0.18
N -0.410773 1.136249 -2.190902 -0.29 0.30 -0.29 0.11
H 0.521638 -1.607909 -0.677430 -0.18 0.17 -0.08 0.15
H 0.379379 -1.478639 2.724228 0.03 0.09 0.10 0.09
H 0.861148 0.202204 3.077661 0.00 -0.01 0.11 0.09
H -0.800542 -0.169903 2.583806 -0.02 0.05 0.05 0.09
H 1.657433 1.424621 1.330192 -0.07 -0.14 -0.18 0.20
H -1.786931 -1.972733 -0.880424 0.10 -0.01 -0.02 0.13
H -2.060428 -0.307925 -1.283211 0.04 -0.03 -0.03 0.12
H -0.260439 2.131207 -2.052681 0.00 -0.15 0.19 0.11
H -0.179158 0.895181 -3.153548 0.19 -0.01 0.26 0.12
```
Forces are in eV/Å.

(5)
Below is a 2-piece molecular cluster, C4H11N3O2 overall, with properties calculated with wB97M-V/def2-TZVPD.

Values from the calculation:
HOMO-LUMO gap   9.76 eV
SMILES   [H]/N=C(/N)NC.CC(=O)O
HOMO level   -9.13 eV
LUMO level   0.63 eV

```
20
Properties=species:S:1:pos:R:3:forces:R:3:lowdin_charge:R:1
H 0.881441 -0.649584 -1.840838 -0.01 -0.73 0.66 0.09
N 0.351641 -0.768162 -0.969547 0.35 0.80 0.27 0.08
C 1.034088 -0.850888 0.153228 -0.01 -1.14 0.55 -0.49
N 0.577702 -0.240376 1.290421 -1.57 0.44 -1.55 0.16
N 2.141618 -1.668206 0.280070 -0.04 0.22 0.30 0.00
C 2.894290 -1.896451 1.516644 0.46 0.78 0.65 -0.08
H 0.803974 -0.539285 2.211741 0.09 -0.29 0.21 0.07
H -0.380167 0.157246 1.164021 0.98 -0.04 0.16 0.10
H 2.342308 -2.191684 -0.548058 0.19 -0.17 -0.10 0.12
H 3.081148 -2.956634 1.887759 -0.33 1.16 -1.22 0.10
H 2.280843 -1.446964 2.296280 0.33 -0.23 0.20 0.05
H 3.846916 -1.286920 1.544973 -0.79 -0.94 -0.18 0.10
C -3.100145 2.432783 -1.362562 -1.64 1.81 1.41 -0.02
C -2.149905 1.500896 -0.705982 0.79 -0.98 -2.26 -0.61
O -2.039132 1.298514 0.486177 0.00 -0.03 0.29 0.04
O -1.439574 0.893613 -1.659904 -0.01 -1.16 1.77 -0.02
H -3.492149 3.136049 -0.619092 0.37 0.15 0.06 0.08
H -4.032026 2.042526 -1.726237 -0.25 -1.25 -0.12 0.08
H -2.766778 3.003841 -2.201263 0.98 0.15 -0.40 0.07
H -0.836094 0.029686 -1.197832 0.10 1.47 -0.69 0.08
```
Forces are in eV/Å.

(6)
Below is C35H27N5OPdS3 as an isolated structure, with properties calculated with wB97M-V/def2-TZVPD.

Values from the calculation:
HOMO-LUMO gap (alpha / beta)   6.19 / 5.91 eV
Multiplicity   3
HOMO level (alpha / beta)   -7.04 / -7.03 eV
⟨S²⟩   2.009
LUMO level (alpha / beta)   -0.85 / -1.12 eV

```
72
Properties=species:S:1:pos:R:3:forces:R:3:lowdin_charge:R:1
Pd 0.335061 0.906951 -0.343659 -0.63 0.18 0.13 0.98
C -5.581895 1.042459 -0.797305 0.06 0.01 0.01 -0.10
C -5.013056 1.311070 0.442907 0.01 0.01 -0.08 -0.08
C -3.690825 1.720190 0.531935 -0.04 0.13 0.01 -0.05
C -2.916041 1.880660 -0.616005 0.17 0.04 -0.11 -0.34
C -3.484730 1.589374 -1.851278 -0.12 0.12 -0.12 -0.05
C -4.809319 1.179820 -1.942653 0.02 0.07 0.00 -0.09
N -1.558936 2.284059 -0.535986 0.20 -0.01 0.15 0.02
C -1.306145 3.559305 -0.254699 0.00 0.08 -0.08 -0.24
C -2.297121 4.611286 -0.202799 0.12 -0.29 0.01 -0.02
C -1.937880 5.902495 0.014535 0.18 0.14 0.02 -0.08
C -0.580078 6.295440 0.202016 -0.30 0.10 0.00 -0.10
C 0.386521 5.347882 0.160747 0.05 -0.30 -0.01 -0.04
C 0.045682 3.984293 -0.049110 -0.19 0.01 0.05 -0.22
N 0.984569 2.997341 -0.107311 0.17 0.14 -0.09 -0.04
N 2.194069 3.324803 0.025684 0.07 -0.16 0.03 0.07
C 3.100656 2.287815 -0.209945 0.00 0.02 0.03 -0.32
C 4.434562 2.549625 0.075375 0.13 0.11 0.01 -0.01
C 5.381431 1.590152 -0.220679 0.10 0.09 0.05 -0.06
C 4.969393 0.405339 -0.804377 -0.06 -0.07 0.05 -0.05
C 3.617101 0.222379 -1.033412 0.02 0.07 -0.01 -0.14
N 2.688506 1.134432 -0.742742 0.02 -0.05 0.00 0.07
H -6.614031 0.721546 -0.869366 0.03 0.01 0.01 0.10
H -5.600543 1.197398 1.346236 0.01 0.00 -0.01 0.10
H -3.239123 1.924931 1.496468 -0.02 0.00 -0.02 0.12
H -2.873404 1.697793 -2.740518 -0.03 0.00 0.02 0.12
H -5.240323 0.967911 -2.914388 0.02 0.01 0.02 0.10
H -3.333798 4.360577 -0.367701 -0.05 -0.05 0.01 0.11
H -2.710089 6.663381 0.029348 0.01 -0.02 0.01 0.10
H -0.329583 7.334551 0.369159 -0.04 -0.02 -0.01 0.10
H 1.429242 5.598925 0.288749 0.00 -0.02 0.00 0.10
H 4.690762 3.508303 0.505027 0.00 -0.04 0.00 0.11
H 6.428309 1.768261 -0.007312 -0.03 0.00 0.00 0.11
H 5.666632 -0.381600 -1.054749 -0.02 0.00 -0.02 0.11
H 3.272488 -0.692450 -1.485409 -0.01 -0.07 0.02 0.07
C -3.760348 -2.164671 0.382635 0.02 -0.10 -0.01 -0.06
C -3.005763 -1.594988 1.394037 0.05 -0.04 0.03 -0.06
C -1.908797 -0.826642 1.050340 0.04 -0.08 -0.15 -0.15
N -1.553156 -0.599715 -0.217862 0.03 -0.30 0.18 0.00
C -2.275420 -1.162402 -1.184787 0.03 0.14 0.10 -0.15
C -3.382568 -1.954238 -0.932237 -0.03 0.00 0.01 -0.05
H -4.624741 -2.774068 0.617330 0.01 0.02 -0.01 0.11
H -3.253741 -1.744690 2.436521 0.01 0.01 -0.03 0.11
H -1.285313 -0.375004 1.809109 0.07 -0.01 0.00 0.11
H -1.969785 -0.948212 -2.201420 0.05 -0.04 0.01 0.10
H -3.939134 -2.380590 -1.756462 0.02 0.01 0.03 0.11
O 1.009999 -0.735584 0.747619 0.13 -0.12 -0.20 -0.31
C 1.406570 -2.019787 0.385406 0.00 0.11 0.08 -0.57
C 1.311361 -2.347511 -1.113793 0.00 0.18 0.10 -0.48
C 1.510173 -3.545218 -1.737172 0.08 -0.14 -0.12 -0.20
C 1.360561 -3.485947 -3.154967 0.04 -0.10 0.11 -0.17
C 1.053418 -2.236341 -3.590680 0.01 -0.02 0.02 -0.39
S 0.948761 -1.137668 -2.285421 -0.20 -0.12 -0.11 1.01
C 2.849023 -2.195922 0.903049 -0.03 0.01 -0.17 -0.47
C 3.389199 -1.459588 1.909663 0.16 0.12 0.13 -0.14
C 4.706938 -1.870902 2.267602 -0.04 0.08 -0.06 -0.18
C 5.146800 -2.912910 1.513582 -0.02 -0.03 -0.02 -0.42
S 3.961261 -3.400491 0.374525 -0.05 -0.01 -0.07 1.05
C 0.542115 -3.012098 1.186224 -0.05 0.04 0.00 -0.44
C 0.411796 -2.983574 2.543203 -0.05 -0.03 0.10 -0.12
C -0.501791 -3.951364 3.041823 0.03 0.01 -0.01 -0.18
C -1.046444 -4.707715 2.047314 -0.02 0.04 0.05 -0.42
S -0.459290 -4.236513 0.514925 -0.08 0.05 -0.08 1.06
H 1.756206 -4.457885 -1.208524 -0.01 0.08 -0.04 0.09
H 1.477906 -4.341058 -3.807865 -0.01 0.05 0.04 0.10
H 0.883561 -1.895748 -4.601472 0.02 -0.04 0.07 0.07
H 2.856743 -0.634070 2.360881 0.00 -0.04 -0.02 0.12
H 5.300190 -1.396423 3.038531 -0.03 -0.03 -0.03 0.10
H 6.100651 -3.418342 1.548771 -0.06 0.04 0.02 0.06
H 0.956204 -2.281052 3.160927 -0.03 -0.04 -0.03 0.12
H -0.731356 -4.085091 4.090684 0.01 0.00 -0.04 0.10
H -1.749836 -5.522703 2.131185 0.04 0.05 0.01 0.06
```
Forces are in eV/Å.

What did the first record say?
Below is one molecule with the formula CH4OP2, with properties calculated with wB97M-V/def2-TZVPD.

Values from the calculation:
HOMO-LUMO gap (alpha / beta)   7.29 / 7.31 eV
Multiplicity   3
HOMO level (alpha / beta)   -6.80 / -9.64 eV
⟨S²⟩   2.010
LUMO level (alpha / beta)   0.49 / -2.33 eV

```
8
Properties=species:S:1:pos:R:3:forces:R:3:lowdin_charge:R:1
C -0.654161 -0.854660 1.456637 -0.85 0.87 1.63 -0.18
O 1.377128 -0.965606 -0.518944 0.34 -0.35 1.25 -0.48
P 0.057093 -0.404005 -0.073969 -0.18 0.05 -3.98 0.40
P -0.174876 1.528460 -1.115080 0.98 0.75 0.58 0.51
H -0.414408 -1.852289 1.731730 0.09 -0.69 0.30 0.00
H -1.415824 -0.308112 2.042192 0.82 -0.19 -0.46 0.03
H 1.281011 1.727239 -1.030571 -1.06 0.11 -0.01 -0.13
H -0.055963 1.128972 -2.491996 -0.15 -0.54 0.70 -0.15
```
Forces are in eV/Å.

Number 4 is which compound? C2H9N6